# 1
The following is a DFT calculation (the ωB97M-V functional and the def2-TZVPD basis) of C30H40N6NiTe as an isolated structure at a distorted geometry.

Net charge: 0
Spin multiplicity: 3
⟨S²⟩: 2.009
Molecular weight (g/mol): 670.99
Max |F| (eV/Å): 1.2
LUMO energy (alpha / beta) (eV): 0.3 / 0.1

CARTESIAN COORDINATES (ANGSTROEM)
Te  0.62284  -1.17118  -2.46193
Ni  -0.67335  -0.44824  -0.38630
N  -3.88166  1.65439  -2.22253
N  -1.88335  -2.09278  -0.60295
N  -2.14106  3.29514  -1.80121
N  -0.82677  -0.96176  1.57136
N  -3.62609  2.61319  -0.00129
N  -1.96185  1.05502  -0.85509
C  4.59784  0.76637  -2.62917
C  0.41591  1.47286  4.77441
C  3.21807  0.57398  -2.59201
C  1.32340  0.88464  1.15186
C  -2.96275  0.58952  -1.85898
C  3.12940  -3.18397  -1.87847
C  -1.23536  2.21592  -1.45044
C  -2.86200  3.71578  -0.59604
C  -1.06724  -0.25017  3.92520
C  2.53467  -0.03895  1.07043
C  -4.56910  2.11853  -1.01306
C  -3.11603  2.77894  -2.76939
C  -1.11407  -2.23052  1.64359
C  -2.12284  -4.17760  0.29150
C  -0.62091  0.57872  4.95465
C  -0.42059  -0.17943  2.68274
C  4.96670  -1.53885  -2.20761
C  -2.27340  -1.12039  4.20524
C  -1.95972  -2.32422  5.09630
C  -2.63198  -4.18715  -1.00299
C  -2.70894  1.54102  0.33843
C  3.59516  -1.77943  -2.16497
C  1.01398  1.57092  3.52644
C  -1.67039  -2.87019  0.51671
C  6.97890  -0.04935  -2.53660
C  2.70482  -0.71338  -2.37830
C  2.34809  1.79421  -2.74765
C  0.60377  0.76736  2.47535
C  5.49092  -0.27883  -2.45624
C  -2.45524  -2.88560  -1.50886
H  -1.30160  -3.03859  4.59886
H  2.23848  -1.07530  1.24677
H  -3.54982  4.52043  -0.85737
H  7.32347  0.60147  -1.73020
H  -3.80569  3.57975  -3.03765
H  2.46627  2.46032  -1.88715
H  -2.08371  -4.99776  0.99225
H  0.74576  2.10098  5.59162
H  -5.24549  2.92964  -1.28380
H  1.61773  1.92118  0.97992
H  3.98589  -3.83832  -1.71280
H  -3.01665  -0.50091  4.71262
H  -2.87427  -2.85012  5.37380
H  -0.91786  -2.79664  2.55108
H  7.25024  0.42926  -3.47915
H  -2.71038  -2.52124  -2.49463
H  -0.50309  2.57406  -0.72377
H  -3.26304  0.69682  0.75277
H  -1.12580  0.52944  5.91374
H  -0.71474  1.85853  -2.33699
H  -1.46081  -2.00722  6.01338
H  -3.51248  -0.24414  -1.42533
H  -2.58832  2.45077  -3.66568
H  2.62842  2.36193  -3.63708
H  1.80985  2.28901  3.36085
H  4.98017  1.76933  -2.79998
H  -5.15173  1.29778  -0.59226
H  3.01680  0.01241  0.09621
H  1.29908  1.52494  -2.83021
H  2.53858  -3.58841  -2.70113
H  7.52638  -0.98907  -2.46668
H  0.61650  0.62811  0.34449
H  2.48798  -3.21354  -0.99550
H  -2.73251  -1.45357  3.27508
H  3.25762  0.24483  1.83753
H  -2.14459  4.08942  0.13689
H  5.64541  -2.37046  -2.04494
H  -3.08589  -5.01603  -1.52215
H  -1.98715  1.88601  1.08246
H  -2.41878  0.24038  -2.73799

Atomic partial charges in e from the Löwdin method, atoms 1 to 6:
1 Te 1.0072
2 Ni 0.3243
3 N -0.0797
4 N -0.0620
5 N -0.0797
6 N 0.0158

# 2
The following is a DFT calculation (the ωB97M-V functional and the def2-TZVPD basis) of C30H41AsMnN2O4S2 as an isolated structure at a distorted geometry.

Relative energy (zero: lowest compared OMol25 entry of this formula, charge and spin) (eV): 0.217
Net charge: +2
Spin multiplicity: 2
⟨S²⟩: 0.777
Molecular weight (g/mol): 687.66
Max |F| (eV/Å): 2.1
LUMO energy (alpha / beta) (eV): -8.9 / -8.8

CARTESIAN COORDINATES (ANGSTROEM)
As  -1.18281  0.44075  -0.28389
Mn  1.16690  -0.25095  -0.06355
S  1.21724  -0.35361  -2.23018
S  2.75042  2.69221  -0.18341
O  2.88958  -0.97158  0.09356
O  1.59324  1.63776  -0.00951
O  4.40665  0.52826  0.84880
O  1.25350  -0.30171  1.97363
N  0.64233  -2.24866  -0.00005
N  -0.03398  -2.74680  1.15771
C  3.34808  2.78955  -2.81039
C  -1.95167  4.44039  -1.29847
C  -2.83371  -0.07966  0.59942
C  -3.86547  0.86154  0.65347
C  2.87415  4.18635  -2.40744
C  -1.51236  -0.04898  -2.10899
C  -1.18775  3.00619  0.95984
C  -1.39190  2.35322  -0.25184
C  3.43353  -0.15051  1.00780
C  -1.74133  5.09633  -0.09504
C  -2.76951  -0.14234  -2.67302
C  1.98003  3.98517  -1.18312
C  -5.33046  -0.80330  1.59009
C  -0.50489  -0.64146  -4.25645
C  -0.03321  -4.23926  1.23954
C  2.90183  1.08034  3.16336
C  -0.78000  -4.79744  0.03129
C  -5.10876  0.49399  1.14937
C  -1.76556  3.06428  -1.38316
C  -0.78975  -4.55069  2.52336
C  -1.35979  4.37889  1.03597
C  -1.76680  -0.70468  -4.81089
C  1.38291  -4.81249  1.31287
C  -0.37548  -0.33183  -2.89075
C  3.09675  -1.43175  3.12347
C  3.84489  2.14237  -1.52231
C  -3.05942  -1.38206  1.03580
C  -2.89305  -0.46631  -4.02243
C  2.69844  -0.18058  2.36400
C  -4.30653  -1.73696  1.53223
H  3.88595  1.05445  -1.49770
H  -3.65106  0.04813  -2.07425
H  4.82915  2.51192  -1.22269
H  4.14433  2.82481  -3.55185
H  1.55833  -2.69410  -0.09320
H  -0.98757  -5.85682  0.18352
H  -1.88079  -0.94885  -5.85890
H  -4.47952  -2.74997  1.87544
H  2.46953  0.97364  4.16094
H  1.96958  -4.62523  0.40799
H  -0.92914  2.44731  1.85137
H  0.46921  -2.36903  1.95268
H  1.85277  4.86667  -0.55689
H  -2.26185  -2.10556  1.00147
H  -3.87872  -0.52332  -4.46744
H  2.49767  -1.53109  4.03110
H  1.92283  -4.40870  2.17370
H  -0.30897  -4.08636  3.38941
H  -0.19759  -4.72549  -0.89281
H  2.52073  2.21225  -3.23312
H  -1.94698  2.55361  -2.32081
H  3.73088  4.81591  -2.16021
H  -1.88437  6.16744  -0.03087
H  -3.71337  1.87600  0.32023
H  4.14570  -1.36150  3.41545
H  -1.21643  4.89072  1.97902
H  -1.73797  -4.28700  -0.10561
H  1.34301  -5.89642  1.42981
H  0.37535  -0.84465  -4.85482
H  0.70632  0.03302  2.69569
H  -5.90444  1.22699  1.19135
H  -1.82102  -4.19732  2.46898
H  2.45358  1.93996  2.66446
H  -0.80560  -5.62730  2.69229
H  2.97214  -2.32305  2.50859
H  -2.26807  4.99620  -2.17232
H  -6.30082  -1.08448  1.97891
H  1.00319  3.58340  -1.44653
H  2.31937  4.68562  -3.20014
H  0.10019  -2.53320  -0.81130
H  3.96817  1.26734  3.26833

Atomic partial charges in e from the Löwdin method, atoms 1 to 6:
1 As 1.3842
2 Mn 0.3502
3 S 0.9909
4 S 1.1174
5 O -0.1489
6 O -0.6522

# 3
The following is a DFT calculation (the ωB97M-V functional and the def2-TZVPD basis) of C30H41AuN3O4P2Si as an isolated structure.

Relative energy (zero: lowest compared OMol25 entry of this formula, charge and spin) (eV): 0.359
Net charge: +1
Molecular weight (g/mol): 794.68
Max |F| (eV/Å): 0.9
LUMO energy (eV): -4.1

CARTESIAN COORDINATES (ANGSTROEM)
Au  1.05383  -0.66942  0.45597
P  0.01506  1.67529  0.67086
P  0.28353  -0.74390  -1.72578
Si  5.40475  1.07170  -1.29630
O  -2.31874  -3.82439  6.44831
O  -4.25793  -3.67576  5.51920
O  -0.83650  -1.36795  0.91209
O  1.69884  -1.79387  2.24187
N  -3.05173  -3.54825  5.52140
N  -2.28668  -0.20300  -2.14883
N  -2.55955  1.76416  -0.19160
C  2.74745  -0.00150  -0.20504
C  -0.87817  -3.23409  -1.60076
C  -4.60229  0.02590  -2.72400
C  -3.62482  1.38865  -0.94791
C  -1.50134  1.38359  2.94845
C  -0.57510  2.39150  2.26736
C  -2.43141  -2.99286  4.31195
C  -5.94594  1.62138  -1.50147
C  -5.80599  0.63076  -2.50186
C  5.88602  2.56229  -0.27855
C  1.22005  0.27316  -2.88259
C  -2.67373  -2.09952  2.10500
C  -1.28032  3.74033  2.09842
C  0.96133  -2.22408  3.12963
C  -1.07473  -2.84845  4.26377
C  -4.88029  1.99815  -0.73533
C  6.66198  -0.29920  -1.14798
C  -1.27535  -1.90679  2.01218
C  -1.27935  0.16133  -1.40644
C  -1.41026  1.18153  -0.39375
C  5.11298  1.53833  -3.08596
C  -3.24185  -2.62645  3.23320
C  0.69082  2.57004  3.11763
C  -0.55538  -2.26143  -3.90874
C  0.02885  -2.38768  -2.49703
C  -0.47064  -2.30702  3.11507
C  -3.48736  0.39916  -1.94287
C  0.73751  3.07268  -0.24342
C  1.42416  -3.03014  -2.57040
C  3.79019  0.43362  -0.64005
H  -6.66703  0.35350  -3.09468
H  -1.51477  -1.75117  -3.90871
H  5.94873  2.31130  0.78118
H  1.38959  3.28498  2.68087
H  -4.96231  2.75336  0.03443
H  -4.31087  -2.76523  3.31169
H  4.79426  0.67487  -3.67295
H  -0.97552  -4.22159  -2.05476
H  -3.28204  -1.80545  1.26051
H  -2.42011  1.22389  2.38418
H  -2.13709  3.66659  1.43122
H  -1.77057  1.76837  3.93434
H  -0.02077  3.83165  -0.43762
H  2.12192  -0.25701  -3.18506
H  -0.69541  -3.27071  -4.30041
H  1.30004  -4.05673  -2.91877
H  0.12762  -1.74361  -4.58359
H  7.64680  0.04314  -1.47155
H  -1.63383  4.07432  3.07643
H  4.34804  2.31262  -3.17308
H  6.74945  -0.64084  -0.11571
H  -0.45655  -3.35838  -0.60324
H  -1.87356  -2.80078  -1.50738
H  0.39527  2.95671  4.09487
H  -0.60107  4.50623  1.72265
H  2.07867  -2.52070  -3.27774
H  6.02690  1.92548  -3.53998
H  6.38770  -1.15750  -1.76311
H  -0.47134  -3.15304  5.10842
H  6.86042  2.94479  -0.58842
H  -4.47137  -0.73493  -3.48135
H  5.16176  3.37112  -0.39042
H  -1.00710  0.42108  3.09696
H  0.60873  0.49880  -3.75730
H  1.45667  -2.61313  4.02912
H  1.91614  -3.06328  -1.59667
H  1.16038  2.74653  -1.18754
H  -6.91237  2.08189  -1.34796
H  1.53404  1.19079  -2.39992
H  1.54361  3.50973  0.34543
H  1.21501  1.62456  3.26995

Atomic partial charges in e from the Löwdin method, atoms 1 to 6:
1 Au 0.9949
2 P 1.0055
3 P 0.9835
4 Si 0.4294
5 O 0.0886
6 O 0.0912

# 4
The following is a DFT calculation (the ωB97M-V functional and the def2-TZVPD basis) of C30H41BBrCsN6O3S3 as an isolated structure at a distorted geometry.

Relative energy (zero: lowest compared OMol25 entry of this formula, charge and spin) (eV): 3.160
Net charge: -2
Molecular weight (g/mol): 853.52
Max |F| (eV/Å): 2.6
LUMO energy (eV): 3.6

CARTESIAN COORDINATES (ANGSTROEM)
Cs  -1.36940  1.66665  -1.79872
Br  -7.01540  6.66045  -3.96922
S  1.47090  0.05125  3.23698
S  -1.95760  -3.20015  0.08698
S  2.49970  0.16525  -0.43452
O  -2.07610  3.97915  -1.00732
O  -3.72320  2.77495  -1.89392
O  -0.27790  0.17405  -3.40072
N  -0.52570  -2.75715  -2.13472
N  4.52530  -0.84665  1.03068
N  0.65800  -2.56685  -0.26992
N  2.62930  -1.96815  1.24278
N  -0.97450  -1.03975  3.65938
N  0.32500  -2.19085  2.29088
C  1.50340  -2.48045  -1.34482
C  -3.22770  3.82785  -1.45432
C  -2.91770  -2.55145  -2.83512
C  -1.55750  -3.21575  -3.06602
C  5.22600  1.48935  1.00788
C  5.54870  0.06865  0.53658
C  0.22130  -1.02585  2.98108
C  -1.54450  -2.28765  3.47048
C  3.20820  -0.90385  0.62738
C  5.60820  0.00475  -0.99582
C  -0.74040  -2.97485  2.64198
C  -0.11630  1.01565  -4.30882
C  -4.66920  7.23665  -0.58542
C  -4.09990  5.06865  -1.47092
C  1.34520  1.54345  -4.42132
C  -3.13840  -0.09645  4.25838
C  -1.29020  -0.27675  5.94048
C  -1.12520  -2.86285  -4.49012
C  -5.75320  6.40495  -2.53852
C  3.55070  -2.49335  2.10658
C  0.79380  -2.58905  -2.48222
C  -0.57990  -2.78325  -0.76972
C  -5.58270  7.43405  -1.61802
C  -1.17200  1.39505  4.06368
C  4.71090  -1.82235  1.98838
C  -3.92820  6.07575  -0.52132
C  -5.04300  5.23075  -2.47852
C  6.91920  -0.35585  1.07928
C  -1.61880  -0.00965  4.46418
C  -1.64570  -4.73475  -2.85712
B  1.25620  -2.67375  1.15908
H  5.87620  -0.99925  -1.32062
H  -1.96070  -2.98025  -5.17622
H  -3.61000  -2.89605  -3.60132
H  -6.13110  8.36145  -1.71212
H  -1.93920  -4.91945  -1.82532
H  6.96880  -0.22705  2.15838
H  4.63700  0.26375  -1.41152
H  -1.82500  0.41855  6.58498
H  -3.19370  5.91675  0.25168
H  -1.72340  2.13595  4.63858
H  -3.56780  -0.94155  4.79098
H  5.19650  1.52535  2.09458
H  -0.31240  -3.49735  -4.83722
H  -2.37240  -5.19415  -3.52102
H  -2.82260  -1.47055  -2.91602
H  1.70580  1.44795  -5.44822
H  -0.11010  1.53075  4.24098
H  -3.61180  0.80915  4.63008
H  -1.58130  -1.29285  6.20238
H  -0.81580  -1.82145  -4.50102
H  -2.47000  -2.58835  3.91318
H  5.62440  -1.95175  2.52988
H  -0.66810  -5.18445  -3.03072
H  -5.17980  4.43115  -3.19042
H  -4.53220  8.01225  0.15918
H  7.69210  0.26225  0.62838
H  -0.22210  -0.16545  6.10598
H  2.02100  1.02485  -3.73052
H  2.55950  -2.38075  -1.22152
H  1.14570  -2.51795  -3.48632
H  -3.32770  -2.80475  -1.86182
H  1.32030  2.60455  -4.17182
H  3.29910  -3.30945  2.75158
H  7.12300  -1.39325  0.81738
H  -1.36120  1.56865  3.00668
H  4.25340  1.79105  0.62728
H  1.45910  -3.85135  1.36018
H  5.98230  2.18485  0.65118
H  6.35220  0.70045  -1.37672
H  -0.83770  -3.96965  2.27078
H  -3.37020  -0.19275  3.20058

Atomic partial charges in e from the Löwdin method, atoms 1 to 6:
1 Cs 1.4109
2 Br 0.6506
3 S 0.6520
4 S 0.7009
5 S 0.6971
6 O -0.2809